The following is a quantum chemistry calculation of 4 unconnected molecules or ions with the total composition C5H17NO4 at a distorted geometry, from OMol25.

HOMO-LUMO gap: 10.04 eV
F_max: 1.87 eV/Å
structure (SMILES): CCCC(=O)NC.O.O.O
LUMO energy: 0.5 eV
energy above the lowest of the compared OMol25 structures with the same formula, charge and spin: 12.2 kcal/mol

Each line ends with the Löwdin charge.
Element x y z (Å)
C: -1.240 -0.478 -2.622  -0.081
C: -1.096 0.524 -1.465  -0.245
C: -0.226 0.091 -0.260  -0.130
C: -0.520 -1.072 0.654  -0.496
N: -1.473 -0.962 1.625  0.028
C: -2.649 -0.123 1.573  -0.073
O: 0.252 -2.019 0.693  0.035
H: -2.280 -0.801 -2.698  0.071
H: -0.661 -1.367 -2.367  0.076
H: -0.970 0.012 -3.552  0.068
H: -0.754 1.536 -1.695  0.107
H: -2.073 0.792 -1.060  0.075
H: -0.002 0.968 0.324  0.122
H: 0.710 -0.207 -0.704  0.077
H: -1.480 -1.772 2.214  0.136
H: -2.611 0.650 0.808  0.065
H: -2.792 0.382 2.535  0.086
H: -3.544 -0.710 1.355  0.083
H: 2.838 0.441 0.552  0.026
H: 3.414 1.834 0.446  0.045
O: 3.359 1.087 1.051  -0.054
H: 1.883 0.160 -2.407  0.017
H: 3.402 0.032 -2.542  0.054
O: 2.704 0.637 -2.251  -0.051
H: 2.218 -0.343 3.820  0.036
H: 1.995 0.436 2.552  -0.011
O: 1.596 0.274 3.419  -0.067


The following is a quantum chemistry calculation of a molecular structure, C2H5PSi at a distorted geometry, from OMol25.

HOMO-LUMO gap (spin up / spin down): 6.71 / 8.56 eV
F_max: 2.97 eV/Å
LUMO energy (spin up / spin down): -1.1 / -0.8 eV
energy above the lowest of the compared OMol25 structures with the same formula, charge and spin: 82.2 kcal/mol

Each line ends with the Löwdin charge.
Element x y z (Å)
C: -0.534 0.348 0.746  -0.740
C: 0.792 -0.536 0.295  -0.704
Si: -0.679 -0.413 -0.912  0.588
P: 0.045 -0.969 1.866  0.847
H: -0.267 1.374 0.967  -0.020
H: 1.633 0.204 0.317  -0.010
H: -1.498 -1.617 -0.585  -0.050
H: -0.531 -0.178 -2.337  -0.068
H: 1.039 1.788 -0.358  0.157


The following is a quantum chemistry calculation of 2 unconnected molecules or ions with the total composition C6H13N3O at a distorted geometry, from OMol25.

HOMO-LUMO gap: 10.17 eV
F_max: 3.56 eV/Å
structure (SMILES): [H]/N=C(\O)C(C)(C)N.CC#N
LUMO energy: 0.8 eV
energy above the lowest of the compared OMol25 structures with the same formula, charge and spin: 46.9 kcal/mol

Each line ends with the Löwdin charge.
Element x y z (Å)
C: 0.674 0.749 -0.309  -0.556
C: 1.541 1.575 -1.269  -0.048
C: 0.450 1.519 0.997  -0.037
C: -0.910 -2.075 1.806  -0.081
C: -0.688 0.434 -0.929  -0.441
C: -1.582 -2.367 0.565  -0.309
N: 1.300 -0.539 0.030  0.071
O: -0.768 0.744 -2.251  0.064
N: -1.612 -0.079 -0.254  0.126
N: -2.246 -2.633 -0.350  0.112
H: -1.639 0.486 -2.586  0.120
H: 2.255 -0.376 0.334  0.087
H: 1.337 -1.140 -0.787  0.095
H: -2.354 -0.781 -0.737  0.098
H: 1.744 1.019 -2.183  0.081
H: 1.400 1.660 1.512  0.083
H: 1.045 2.504 -1.543  0.085
H: 2.488 1.815 -0.785  0.082
H: 0.017 2.496 0.791  0.089
H: -0.227 0.962 1.636  0.065
H: -1.518 -1.385 2.388  0.087
H: -0.747 -2.999 2.362  0.082
H: 0.039 -1.590 1.563  0.046


The following is a quantum chemistry calculation of 2 unconnected molecules or ions with the total composition C2H9N2O at a distorted geometry, from OMol25.

HOMO-LUMO gap: 6.75 eV
F_max: 2.14 eV/Å
LUMO energy: 4.4 eV
charge: -1
energy above the lowest of the compared OMol25 structures with the same formula, charge and spin: 22.7 kcal/mol

Each line ends with the Löwdin charge.
Element x y z (Å)
C: -0.895 1.497 1.292  -0.263
O: -0.179 0.418 1.840  -0.270
H: -0.228 2.370 1.182  0.059
H: -1.421 1.219 0.369  0.048
H: -1.698 1.683 2.016  0.051
N: 0.570 -1.421 0.242  -0.146
C: 0.382 -1.326 -1.181  -0.477
N: 0.429 0.100 -1.685  -0.072
H: 1.399 -1.957 0.437  -0.053
H: 0.164 -0.338 1.146  -0.023
H: 1.114 -1.845 -1.799  0.064
H: -0.681 -1.543 -1.424  0.063
H: -0.235 0.597 -1.096  -0.012
H: 1.279 0.546 -1.338  0.031


The following is a quantum chemistry calculation of a molecular structure, C3H2CuLiO3 at a distorted geometry, from OMol25.

HOMO-LUMO gap (spin up / spin down): 7.04 / 8.41 eV
F_max: 4.55 eV/Å
LUMO energy (spin up / spin down): -5.3 / -6.1 eV
charge: +1
energy above the lowest of the compared OMol25 structures with the same formula, charge and spin: 55.6 kcal/mol
spin multiplicity: 2

Each line ends with the Löwdin charge.
Element x y z (Å)
C: -1.325 0.219 0.503  0.073
C: -0.390 -0.108 1.435  -0.186
O: 0.718 -0.297 1.664  0.107
H: -1.956 -0.590 0.157  0.119
H: -1.778 1.198 0.607  0.124
O: 0.687 1.497 -1.118  0.102
C: 0.053 0.513 -1.132  -0.489
O: 0.617 -0.596 -1.632  -0.200
Li: 1.501 -1.972 -0.640  0.799
Cu: 1.875 0.137 0.157  0.551


The following is a quantum chemistry calculation of CH2O in the gas phase at a distorted geometry, from OMol25.

HOMO-LUMO gap: 10.72 eV
F_max: 5.94 eV/Å
structure (SMILES): C=O
LUMO energy: 0.5 eV
energy above the lowest of the compared OMol25 structures with the same formula, charge and spin: 10.7 kcal/mol

Each line ends with the Löwdin charge.
Element x y z (Å)
C: 0.011 -0.077 -0.118  -0.127
H: 0.517 0.970 0.055  0.102
H: 0.679 -0.846 0.099  0.046
O: -1.207 -0.047 -0.037  -0.020


- Which value of energy above the lowest of the compared OMol25 structures with the same formula, charge and spin does entry 6 give?
  10.7 kcal/mol


- Which of these has the highest F_max?
  CH2O